1.
85
Properties=species:S:1:pos:R:3:forces:R:3 method="wB97M-V/def2-TZVPD" energy_ha=-3691.2472 relative_energy_kj_mol=23.54 charge=+1 homo_energy_ev="-8.3 / -8.5" lumo_energy_ev="-3.0 / -2.8"
Ti -1.482 -0.958 -0.595 0.0 1.8 -0.3
O -5.599 1.082 0.621 0.3 -0.1 -0.1
C -4.447 0.499 0.223 0.1 -0.3 1.7
O -3.638 0.098 1.088 -0.3 0.5 -0.8
C -4.290 0.335 -1.168 0.7 -0.2 -1.8
C -5.276 0.737 -2.116 0.2 0.0 0.8
C -5.089 0.528 -3.441 0.4 -0.3 -0.7
C -3.913 -0.167 -3.869 -0.9 0.5 0.0
C -3.000 -0.530 -2.946 0.3 -0.4 0.5
N -3.098 -0.242 -1.599 -0.2 0.1 0.4
C -1.839 -1.425 -3.283 0.2 -0.4 1.3
O -1.420 -1.587 -4.390 0.1 -0.1 -0.5
O -1.350 -2.030 -2.172 -0.5 0.3 -1.4
H -5.571 1.090 1.590 -0.1 0.0 -0.1
H -6.183 1.196 -1.747 0.0 0.0 0.0
H -5.840 0.830 -4.158 0.0 0.0 0.0
H -3.739 -0.440 -4.901 0.0 0.0 0.0
O -1.182 -0.712 1.667 -0.8 -0.1 0.0
C -1.591 -1.886 2.378 0.0 0.1 -0.1
C -2.545 -2.732 1.576 -0.2 -0.1 0.3
C -3.205 -3.806 2.150 0.2 0.2 0.1
C -4.053 -4.565 1.367 -0.2 -0.2 0.1
C -4.227 -4.227 0.037 0.0 0.1 -0.1
C -3.545 -3.132 -0.458 -0.3 -0.2 0.0
N -2.721 -2.398 0.298 0.0 -0.7 0.2
H -1.974 -0.117 1.656 0.3 -0.2 0.2
H -2.054 -1.597 3.320 0.0 0.0 0.1
H -0.694 -2.462 2.607 0.1 0.0 0.0
H -3.046 -4.035 3.197 0.0 0.0 0.0
H -4.578 -5.411 1.792 0.0 0.0 0.0
H -4.876 -4.790 -0.617 0.0 0.0 0.0
H -3.649 -2.833 -1.489 0.0 0.0 0.0
C 3.472 -3.261 1.250 -0.3 0.0 -0.1
N 2.097 -3.111 0.724 0.3 -0.5 0.1
C 1.405 -2.008 0.486 -0.2 0.3 0.1
N 0.222 -2.314 -0.022 0.3 -0.3 0.0
C 0.258 -3.677 -0.087 0.0 0.0 -0.1
N 1.372 -4.203 0.360 0.1 0.4 0.0
C 3.742 -2.275 2.353 0.0 0.0 0.0
C 3.776 -2.659 3.688 0.0 0.0 0.0
C 3.963 -1.706 4.684 0.0 0.0 0.0
C 4.060 -0.361 4.360 0.0 -0.1 0.1
C 4.013 0.026 3.025 0.0 0.3 0.1
C 3.902 -0.934 2.031 0.1 0.0 -0.1
C 3.978 1.448 2.658 0.0 -0.7 0.0
N 4.022 2.493 3.394 0.0 0.6 -0.2
N 3.806 3.585 2.523 0.1 -0.4 0.5
C 3.654 3.078 1.358 -0.1 0.2 -0.6
O 3.750 1.726 1.351 0.0 0.1 0.0
C 3.321 3.727 0.083 0.1 0.0 0.3
C 3.193 5.112 0.013 0.0 0.1 0.0
C 2.806 5.695 -1.181 0.0 0.0 0.0
C 2.531 4.906 -2.295 0.0 0.1 0.0
C 2.672 3.528 -2.227 0.0 0.0 0.0
C 2.359 2.646 -3.412 -0.1 -0.2 0.0
N 1.604 1.459 -3.000 0.5 0.0 -0.2
C 0.471 1.420 -2.317 -0.2 0.0 0.1
N 0.177 0.175 -1.981 0.3 -0.2 0.0
C 1.219 -0.531 -2.523 -0.1 0.0 0.0
N 2.120 0.207 -3.126 -0.3 0.3 0.1
C 3.078 2.944 -1.034 0.0 -0.1 -0.1
H 4.169 -3.128 0.424 0.0 0.0 -0.1
H 3.536 -4.290 1.589 0.0 0.0 0.0
H 1.754 -1.012 0.699 0.0 0.0 0.0
H -0.549 -4.272 -0.484 0.0 0.0 0.0
H 3.659 -3.703 3.954 0.0 0.0 0.0
H 4.010 -2.012 5.720 0.0 0.0 0.0
H 4.160 0.392 5.131 0.0 0.0 0.0
H 3.932 -0.628 0.991 0.0 0.0 0.0
H 3.388 5.713 0.892 0.0 0.0 0.0
H 2.703 6.771 -1.245 0.0 0.0 0.0
H 2.208 5.372 -3.219 0.0 0.0 0.0
H 3.258 2.258 -3.886 0.1 0.0 0.0
H 1.791 3.193 -4.162 0.0 0.0 0.0
H -0.102 2.305 -2.093 0.0 0.0 0.0
H 1.273 -1.607 -2.493 0.0 0.0 0.0
H 3.186 1.868 -0.973 0.0 0.0 0.0
S -0.350 3.593 1.104 0.2 0.3 0.1
C -1.565 3.711 -0.083 -0.1 0.1 -0.1
C -1.904 2.476 -0.521 0.1 -0.3 0.1
N -1.203 1.441 0.070 -0.4 0.0 0.1
C -0.361 1.911 0.951 0.1 -0.2 -0.1
H -1.972 4.660 -0.392 0.0 0.0 0.0
H -2.641 2.257 -1.278 0.0 0.0 0.0
H 0.289 1.283 1.545 0.0 0.0 0.0

=====

2.
13
Properties=species:S:1:pos:R:3:forces:R:3 method="wB97M-V/def2-TZVPD" energy_ha=-381.9496 relative_energy_kj_mol=215.55 homo_energy_ev=-8.5 lumo_energy_ev=0.9
C -1.111 1.084 0.095 -1.1 -0.7 -0.2
C 1.017 0.118 -0.479 -1.4 -2.8 0.4
C 2.299 0.304 -0.663 0.5 -0.3 -0.2
H -0.766 -1.759 -0.046 -1.1 1.3 2.3
H -0.574 -1.017 1.547 -0.6 -0.4 -1.3
H -2.745 -0.053 0.697 -0.7 0.9 -0.1
H -1.756 2.004 0.091 0.8 -0.7 0.2
H 0.730 -0.989 -0.565 0.4 1.7 0.1
H 2.753 1.263 -0.714 0.7 0.5 0.1
N -1.246 -1.221 0.765 2.3 -2.4 -0.5
N -1.832 -0.075 0.303 -0.6 0.6 -0.1
N 0.115 1.114 -0.166 1.2 1.7 -0.6
F 3.117 -0.772 -0.865 -0.4 0.8 0.0

=====

3.
21
Properties=species:S:1:pos:R:3:forces:R:3 method="wB97M-V/def2-TZVPD" energy_ha=-579.9614 relative_energy_kj_mol=279.07 charge=+1 homo_energy_ev=-13.7 lumo_energy_ev=-4.6
C -0.057 -2.023 -0.667 2.6 2.1 0.8
C 0.089 -1.293 2.446 0.7 3.1 1.8
C 0.805 1.429 -0.134 -1.3 -0.6 0.1
C 1.791 0.925 -0.851 -1.0 -0.8 -1.7
N -2.297 1.843 -1.098 0.8 -0.5 0.8
O 2.877 0.409 -0.322 1.8 -1.3 -1.9
Si -0.488 -0.859 0.743 1.1 -1.1 -0.6
H 1.135 -2.138 -0.642 -2.7 0.2 -0.5
H -0.505 -2.966 -0.563 -0.5 -1.4 0.2
H -0.490 -1.498 -1.526 0.6 -0.3 -0.2
H 1.196 -0.850 2.368 -2.0 -1.1 0.5
H -0.465 -0.648 3.330 1.4 -1.6 -2.4
H 0.120 -2.340 2.772 0.1 0.3 -0.5
H -0.079 1.820 -0.563 -0.6 0.3 -0.7
H 0.888 1.557 0.877 0.6 0.6 2.7
H 1.553 0.855 -1.933 1.0 -0.1 0.5
H -2.869 2.078 -0.313 -0.4 0.2 0.5
H -2.757 1.117 -1.591 -0.6 -0.7 -0.6
H -2.280 2.632 -1.686 0.0 1.1 -0.9
H 3.398 -0.048 -1.065 -0.8 1.0 1.7
H -1.566 0.000 0.418 -0.9 0.6 0.2

=====

4.
116
Properties=species:S:1:pos:R:3:forces:R:3 method="wB97M-V/def2-TZVPD" energy_ha=-3347.5757 smiles="Cc1cccc(C[C@@H]2OC(=O)O[C@@]2(COO)CB(O)O)c1.C[C@@H]1COC(=O)O1.C[C@@H]1COC(=O)O1.C[C@@H]1COC(=O)O1.C[C@@H]1COC(=O)O1.C[C@@H]1COC(=O)O1.C[C@@H]1COC(=O)O1" homo_energy_ev=-8.4 lumo_energy_ev=0.2
C 8.257 -3.191 -1.455 -1.0 0.2 0.2
C 6.927 -2.406 -1.739 -1.5 0.6 0.2
C 6.677 -1.648 -2.956 -1.7 0.1 1.5
C 5.391 -0.956 -3.133 0.8 -1.1 1.5
C 4.348 -1.036 -2.113 1.4 -0.9 0.3
C 4.579 -1.787 -0.886 1.5 -0.5 -1.0
C 3.536 -1.958 0.280 0.8 0.6 -0.9
C 2.257 -1.044 0.150 0.9 -0.3 1.2
O 1.963 -0.659 1.544 -0.2 -1.6 1.1
C 1.195 -1.743 1.993 -0.3 2.0 -2.3
O 1.404 -2.466 2.907 -0.2 0.8 -0.5
O 0.143 -1.791 1.037 1.5 -1.0 0.8
C 0.859 -1.705 -0.236 0.8 0.9 -1.3
C 0.915 -3.194 -0.709 -0.3 -0.3 0.4
O 1.543 -3.348 -1.991 -0.9 1.5 1.0
O 1.565 -4.702 -2.256 0.4 -1.9 -0.2
C 0.192 -0.629 -1.174 -0.8 -0.2 -0.2
B -1.092 -1.138 -1.994 -1.1 0.4 -0.7
O -2.259 -0.296 -1.962 0.8 -1.1 0.9
O -1.170 -2.302 -2.775 -0.2 0.4 1.8
C 5.874 -2.447 -0.709 0.0 1.0 -2.0
H 9.134 -2.719 -1.968 -0.8 -0.5 0.5
H 8.387 -3.219 -0.337 0.2 0.2 -1.1
H 8.152 -4.268 -1.765 0.2 1.1 0.1
H 7.451 -1.566 -3.751 -0.7 -0.1 0.8
H 5.271 -0.366 -4.077 -0.2 -0.6 1.1
H 3.361 -0.530 -2.237 1.1 -0.4 -0.1
H 3.321 -3.048 0.417 0.0 0.9 -0.2
H 4.073 -1.623 1.210 -0.6 -0.3 -0.8
H 2.507 -0.063 -0.348 -0.5 -1.6 0.3
H 1.462 -3.833 0.040 -0.4 0.7 -0.6
H -0.144 -3.594 -0.721 1.0 0.5 -0.2
H 0.657 -5.016 -2.444 0.1 0.8 0.0
H -0.160 0.205 -0.506 0.5 -0.9 -0.6
H 0.929 -0.142 -1.877 -0.5 -0.8 0.7
H -3.026 -0.792 -1.631 0.1 0.3 -0.5
H -2.046 -2.713 -2.616 0.4 0.3 -0.9
H 6.109 -3.011 0.221 -0.4 0.5 -0.7
C 1.822 5.285 1.482 0.5 -0.1 0.2
C 1.621 4.383 0.287 -0.1 0.8 0.7
C 0.542 3.354 0.470 -0.5 0.1 0.0
O 0.968 2.319 -0.420 0.5 0.0 -0.1
C 2.320 2.414 -0.511 0.4 0.1 0.0
O 3.025 1.593 -1.023 -0.3 0.6 0.1
O 2.770 3.560 0.059 -0.2 -0.6 -0.4
H 0.968 5.950 1.619 0.0 -0.1 -0.1
H 1.962 4.703 2.396 -0.1 -0.1 -0.1
H 2.721 5.890 1.354 -0.1 0.0 -0.1
H 1.456 4.984 -0.613 0.0 -0.1 0.0
H -0.444 3.724 0.192 0.0 -0.2 -0.1
H 0.499 2.943 1.482 0.1 0.1 0.0
C -5.984 -1.198 -2.869 0.3 0.1 0.2
C -5.570 -2.308 -3.808 -0.4 1.0 0.4
C -6.460 -3.509 -3.756 -0.6 -0.3 -0.3
O -5.579 -4.556 -4.173 0.6 0.2 0.2
C -4.322 -4.168 -3.824 0.2 -0.4 -0.1
O -3.363 -4.872 -3.856 -0.2 0.2 0.1
O -4.304 -2.860 -3.427 0.0 -0.7 -0.2
H -6.919 -0.741 -3.195 0.0 -0.1 0.0
H -6.113 -1.572 -1.850 -0.1 -0.1 -0.1
H -5.210 -0.428 -2.826 -0.1 0.0 -0.2
H -5.471 -1.920 -4.827 0.0 -0.1 0.0
H -7.311 -3.428 -4.431 0.1 -0.1 0.0
H -6.821 -3.743 -2.751 0.1 0.2 0.0
C -0.100 -4.245 4.432 -0.2 0.4 0.4
C -0.277 -4.729 5.853 0.2 0.1 -1.0
C -1.201 -5.906 5.994 0.1 -0.5 0.1
O -1.679 -5.752 7.332 0.0 0.4 0.1
C -1.625 -4.421 7.617 -0.2 0.2 0.3
O -2.115 -3.918 8.577 0.1 -0.1 -0.2
O -0.937 -3.744 6.655 -0.2 -0.4 0.4
H 0.454 -4.973 3.837 0.0 0.1 0.1
H -1.066 -4.065 3.954 0.0 -0.1 0.1
H 0.438 -3.298 4.417 -0.1 -0.5 0.2
H 0.700 -4.928 6.305 -0.1 -0.1 0.1
H -0.689 -6.860 5.873 -0.1 0.0 0.2
H -2.058 -5.870 5.316 0.1 0.1 -0.1
C -7.046 -0.936 -7.826 0.3 0.0 0.3
C -8.375 -1.329 -7.224 0.8 0.2 -0.7
C -9.450 -0.290 -7.378 -0.4 0.1 -0.4
O -10.300 -0.573 -6.266 0.3 -0.2 0.3
C -9.518 -1.135 -5.306 -0.3 0.0 0.4
O -9.861 -1.330 -4.184 0.2 0.0 -0.2
O -8.284 -1.445 -5.799 -0.5 0.1 0.1
H -7.105 -0.904 -8.915 0.0 0.0 0.1
H -6.724 0.043 -7.464 -0.1 0.0 0.0
H -6.271 -1.649 -7.537 -0.1 -0.1 -0.1
H -8.693 -2.300 -7.619 -0.1 0.1 0.0
H -9.995 -0.383 -8.316 -0.1 0.0 0.2
H -9.081 0.735 -7.277 0.2 -0.1 0.0
C 2.004 -0.835 7.021 0.0 0.1 0.4
C 1.135 0.087 6.198 0.5 -0.8 0.4
C 1.855 0.761 5.064 0.1 -0.2 -0.5
O 1.086 1.952 4.888 -0.2 0.1 0.3
C 0.531 2.242 6.098 -0.2 0.3 0.2
O -0.022 3.264 6.357 0.1 -0.2 -0.1
O 0.696 1.210 6.971 -0.1 0.5 -0.5
H 2.290 -1.717 6.445 -0.1 0.1 0.0
H 2.911 -0.327 7.356 0.0 0.0 -0.1
H 1.474 -1.157 7.919 -0.1 -0.1 -0.1
H 0.246 -0.449 5.850 0.0 0.1 -0.1
H 1.858 0.163 4.153 -0.1 0.2 -0.1
H 2.882 1.047 5.308 0.0 -0.1 0.1
C 3.862 11.271 2.088 0.4 0.0 0.1
C 3.649 10.367 0.896 0.0 0.7 0.7
C 2.564 9.345 1.085 -0.5 0.0 -0.1
O 2.975 8.304 0.197 0.3 0.1 0.0
C 4.333 8.389 0.098 0.4 -0.3 -0.2
O 5.022 7.567 -0.414 -0.2 0.2 0.1
O 4.792 9.539 0.665 -0.3 -0.4 -0.3
H 3.012 11.941 2.227 0.0 0.0 -0.1
H 4.003 10.690 3.002 -0.1 0.0 -0.1
H 4.764 11.870 1.955 -0.1 0.1 -0.1
H 3.484 10.967 -0.005 -0.1 -0.1 0.0
H 1.579 9.721 0.811 0.0 -0.2 -0.1
H 2.522 8.936 2.099 0.1 0.2 0.0

=====

5.
8
Properties=species:S:1:pos:R:3:forces:R:3 method="wB97M-V/def2-TZVPD" energy_ha=-599.6810 relative_energy_kj_mol=9.42 charge=-1 homo_energy_ev=-4.6 lumo_energy_ev=4.5
C 0.252 0.883 -1.496 1.3 2.6 -0.6
N 1.457 1.604 -1.591 -2.5 -1.0 -0.3
N -0.738 1.652 -1.977 -1.5 -1.7 0.4
N 1.059 2.715 -2.179 1.7 1.2 -0.1
N -0.236 2.766 -2.407 1.0 -0.2 0.0
P -0.184 -0.503 -0.510 -0.2 -1.3 0.0
H 0.837 -0.317 0.465 0.1 -0.6 -0.3
H 0.324 -1.658 -1.298 0.1 0.9 0.9

=====

6.
13
Properties=species:S:1:pos:R:3:forces:R:3 method="wB97M-V/def2-TZVPD" energy_ha=-588.6524 smiles="[H]/N=C/N.CS" relative_energy_kj_mol=72.22 homo_energy_ev=-9.0 lumo_energy_ev=0.8
C 1.120 -0.587 -2.054 -0.2 -0.1 0.6
S 1.343 -2.181 -1.213 0.1 0.1 0.1
H 1.068 0.177 -1.279 -0.3 0.0 -0.1
H 0.177 -0.667 -2.611 0.6 0.5 -0.1
H 2.022 -0.381 -2.626 -0.4 0.0 -0.3
N -0.390 0.075 1.275 -2.4 1.5 0.9
C -1.330 1.195 1.486 2.2 -1.5 0.4
N -2.176 0.991 2.421 0.3 1.6 -0.8
H -0.578 -0.248 2.223 1.0 -1.4 -0.3
H 0.586 0.292 1.138 -0.1 0.4 0.0
H -1.081 2.125 0.957 -0.5 -0.2 0.0
H -2.609 1.901 2.608 -0.5 -0.5 -0.1
H 1.848 -2.693 -2.325 0.2 -0.6 -0.1